1.
ORCA calculation (ωB97M-V/def2-TZVPD) on a single C3H9N3 molecule.

The value obtained for the molecular weight is 87.13 g mol⁻¹. Its energy above the lowest of the compared OMol25 structures with the same formula, charge and spin is 0.608 eV. As for the structure (SMILES): [H]/N=C(/N)NCC.

Geometry as XYZ:
```
15
C3H9N3 ωB97M-V/def2-TZVPD
H 2.260 0.865 -1.440
N 2.505 0.654 -0.486
C 1.539 0.270 0.262
N 1.434 0.676 1.570
N 0.465 -0.483 -0.207
C -0.921 -0.177 0.184
C -1.894 -0.840 -0.783
H 0.494 0.679 1.921
H 2.069 1.426 1.787
H 0.497 -0.559 -1.216
H -1.056 -0.576 1.194
H -1.048 0.909 0.256
H -2.899 -0.812 -0.371
H -1.908 -0.191 -1.663
H -1.538 -1.842 -1.008
```

2.
ORCA calculation (ωB97M-V/def2-TZVPD) on a single C3H5N5 molecule.

The value obtained for the molecular weight is 111.11 g mol⁻¹. Its energy above the lowest of the compared OMol25 structures with the same formula, charge and spin is 4.874 eV. As for the structure (SMILES): NCc1nncnn1.

Geometry as XYZ:
```
13
C3H5N5 ωB97M-V/def2-TZVPD
N 2.326 -0.667 0.247
C 1.471 0.219 -0.632
C -0.157 0.154 -0.227
N -0.397 -0.117 1.156
N -1.659 -0.124 1.485
C -2.547 0.143 0.386
N -2.301 0.373 -1.012
N -1.037 0.377 -1.331
H 2.748 -0.151 1.050
H 1.840 -1.539 0.548
H 1.825 1.345 -0.619
H 1.593 -0.192 -1.743
H -3.705 0.179 0.691
```

3.
ORCA calculation (ωB97M-V/def2-TZVPD) on a single C3H6O2S molecule.

The value obtained for the molecular weight is 106.15 g mol⁻¹. Its energy above the lowest of the compared OMol25 structures with the same formula, charge and spin is 1.194 eV. As for the structure (SMILES): O=C(CO)CS.

Geometry as XYZ:
```
12
C3H6O2S ωB97M-V/def2-TZVPD
O -0.117 1.878 -0.136
C -0.118 0.675 0.054
C -1.151 -0.190 -0.650
O -1.564 -1.319 0.065
C 0.983 0.002 0.822
S 2.291 -0.533 -0.330
H -0.618 -0.524 -1.587
H -2.002 0.419 -0.973
H -2.046 -0.972 0.831
H 1.307 0.809 1.511
H 0.705 -0.831 1.403
H 2.330 0.587 -1.010
```

4.
ORCA calculation (ωB97M-V/def2-TZVPD) on a gas-phase ion, C10H7O2S (charge -1).

As for the charge: -1. The value obtained for the molecular weight is 191.23 g mol⁻¹. Its energy above the lowest of the compared OMol25 structures with the same formula, charge and spin is 0.176 eV. As for the structure (SMILES): O=C1C=C([O-])[C@@]1(S)c1ccccc1.

Geometry as XYZ:
```
20
C10H7O2S ωB97M-V/def2-TZVPD
O -2.007 -1.679 1.776
C -1.929 -0.696 1.097
C -2.452 0.589 1.315
C -2.126 1.058 0.038
O -2.304 2.056 -0.686
C -1.296 -0.290 -0.274
S -1.906 -1.126 -1.779
C 0.223 -0.095 -0.232
C 0.958 -0.050 -1.383
C 2.283 0.152 -1.270
C 2.911 0.023 -0.061
C 2.129 -0.107 1.063
C 0.780 -0.072 0.995
H -2.982 1.010 2.086
H -2.579 0.035 -2.227
H 0.578 -0.220 -2.316
H 2.976 0.054 -2.125
H 4.013 -0.260 0.003
H 2.672 -0.265 2.118
H 0.059 -0.118 1.863
```

5.
ORCA calculation (ωB97M-V/def2-TZVPD) on 11 unconnected molecules or ions with the total composition C46H121N15O18.

The value obtained for the molecular weight is 1172.56 g mol⁻¹. Its energy above the lowest of the compared OMol25 structures with the same formula, charge and spin is 6.606 eV. As for the structure (SMILES): COCCNCCOC.COCCNCCOC.COCCNCCOC.COCCNCCOC.COCCNCCOC.COCCNCCOC.COCCNCCOC.NC(N)=O.NC(N)=O.NC(N)=O.NC(N)=O.

Geometry as XYZ:
```
200
C46H121N15O18 ωB97M-V/def2-TZVPD
C 4.070 -1.990 0.339
O 3.040 -2.523 1.153
C 2.762 -3.916 0.932
C 1.861 -4.485 2.060
N 2.719 -4.645 3.246
C 2.048 -4.762 4.524
C 3.093 -4.531 5.676
O 3.759 -3.303 5.526
C 2.981 -2.128 5.566
H 3.763 -1.634 -0.644
H 4.906 -2.671 0.180
H 4.427 -1.064 0.788
H 3.669 -4.506 0.803
H 2.085 -4.081 0.094
H 1.398 -5.395 1.677
H 1.126 -3.723 2.318
H 3.277 -3.818 3.401
H 1.653 -5.769 4.657
H 1.270 -3.998 4.516
H 3.945 -5.180 5.475
H 2.732 -4.784 6.673
H 2.011 -2.246 6.050
H 2.798 -1.781 4.549
H 3.447 -1.326 6.139
C -5.045 3.100 0.888
O -4.082 2.401 0.132
C -3.496 1.342 0.818
C -2.571 1.791 1.990
N -1.791 0.645 2.459
C -0.702 1.181 3.382
C 0.522 0.229 3.505
O 1.532 0.729 4.464
C 1.253 1.039 5.844
H -5.919 2.472 1.061
H -5.293 3.917 0.211
H -4.655 3.449 1.844
H -2.922 0.769 0.089
H -4.253 0.614 1.112
H -3.063 2.166 2.887
H -1.955 2.619 1.638
H -2.224 -0.081 3.012
H -1.042 1.183 4.417
H -0.275 2.169 3.210
H 0.895 0.190 2.481
H 0.322 -0.821 3.721
H 2.221 1.336 6.246
H 0.724 0.234 6.354
H 0.692 1.970 5.925
C 3.291 -0.034 -2.992
O 3.905 1.165 -2.644
C 4.476 1.091 -1.283
C 5.283 2.341 -1.017
N 6.489 2.210 -1.751
C 7.397 3.327 -1.352
C 8.375 3.600 -2.514
O 7.651 4.029 -3.667
C 8.434 4.258 -4.846
H 2.924 -0.003 -4.018
H 2.421 -0.261 -2.375
H 3.993 -0.865 -2.928
H 5.195 0.275 -1.202
H 3.663 1.040 -0.559
H 5.561 2.526 0.021
H 4.785 3.244 -1.368
H 6.195 2.279 -2.715
H 7.917 2.962 -0.466
H 6.900 4.278 -1.160
H 8.990 2.747 -2.800
H 9.105 4.328 -2.161
H 9.390 4.725 -4.610
H 7.974 4.961 -5.540
H 8.602 3.337 -5.404
C -6.857 5.365 -4.817
O -6.530 5.718 -3.475
C -5.910 4.731 -2.681
C -4.320 4.669 -2.830
N -3.688 3.416 -2.483
C -2.261 3.647 -2.294
C -1.566 2.357 -2.590
O -0.206 2.351 -2.205
C 0.540 3.431 -2.710
H -7.433 6.171 -5.272
H -7.430 4.438 -4.846
H -5.927 5.199 -5.361
H -6.410 3.763 -2.722
H -6.054 4.961 -1.625
H -4.035 5.478 -2.156
H -4.038 4.916 -3.853
H -4.028 3.142 -1.572
H -2.037 3.869 -1.250
H -1.816 4.396 -2.948
H -1.614 1.916 -3.586
H -1.990 1.574 -1.961
H 0.585 4.336 -2.105
H 0.198 3.700 -3.710
H 1.545 3.035 -2.854
C -3.589 -2.621 0.366
O -4.651 -2.077 1.054
C -4.936 -2.840 2.286
C -6.143 -2.212 3.007
N -6.018 -0.752 2.980
C -7.301 -0.131 3.234
C -8.046 -0.561 4.470
O -9.182 0.301 4.511
C -9.693 0.425 5.845
H -2.703 -2.693 0.997
H -3.396 -2.034 -0.532
H -3.797 -3.642 0.045
H -4.067 -2.821 2.944
H -5.059 -3.907 2.100
H -6.120 -2.670 3.996
H -7.048 -2.520 2.483
H -5.596 -0.483 2.103
H -7.804 -0.423 2.312
H -7.152 0.948 3.223
H -7.485 -0.508 5.403
H -8.441 -1.573 4.388
H -8.829 0.577 6.492
H -10.101 -0.555 6.095
H -10.378 1.200 6.187
C -3.103 -2.479 -4.260
O -2.012 -2.614 -5.226
C -1.546 -1.379 -5.665
C -2.438 -0.645 -6.666
N -1.879 0.432 -7.476
C -1.416 1.479 -6.549
C -0.647 2.550 -7.366
O 0.836 2.437 -7.322
C 1.550 3.122 -8.372
H -3.440 -1.453 -4.119
H -2.651 -2.789 -3.318
H -3.966 -3.136 -4.369
H -0.662 -1.673 -6.231
H -1.184 -0.808 -4.811
H -3.245 -0.275 -6.034
H -2.773 -1.452 -7.318
H -1.142 0.173 -8.116
H -0.701 1.029 -5.860
H -2.301 1.838 -6.023
H -0.901 3.481 -6.861
H -1.110 2.554 -8.353
H 2.633 3.011 -8.312
H 1.493 4.203 -8.241
H 1.396 2.799 -9.402
C 6.414 -0.704 5.700
O 6.769 -0.165 4.373
C 5.554 0.060 3.557
C 6.012 1.256 2.675
N 5.898 2.571 3.307
C 4.516 2.877 3.770
C 3.367 2.674 2.748
O 3.577 3.275 1.416
C 2.375 3.204 0.655
H 6.178 -1.768 5.704
H 5.609 -0.245 6.274
H 7.321 -0.592 6.294
H 4.599 0.156 4.074
H 5.491 -0.846 2.953
H 5.377 1.215 1.791
H 7.009 1.151 2.248
H 6.268 3.359 2.795
H 4.598 3.951 3.939
H 4.377 2.445 4.761
H 2.409 2.938 3.197
H 3.279 1.618 2.493
H 1.905 4.145 0.941
H 1.684 2.442 1.015
H 2.412 3.123 -0.432
N -1.026 -5.675 -2.062
C -1.291 -5.481 -0.838
N -2.446 -6.031 -0.552
O -0.629 -4.913 -0.022
H -0.188 -5.282 -2.466
H -1.620 -6.252 -2.640
H -2.593 -6.846 -1.130
H -2.706 -6.049 0.424
N 2.215 -3.454 -2.452
C 1.614 -3.682 -3.594
N 0.366 -3.164 -3.592
O 1.953 -4.594 -4.283
H 1.706 -2.988 -1.714
H 3.069 -3.959 -2.261
H -0.292 -3.348 -4.335
H 0.263 -2.379 -2.964
N -0.069 -1.600 0.493
C -0.324 -0.980 -0.633
N -0.128 0.286 -0.390
O -0.702 -1.490 -1.721
H 0.320 -1.053 1.248
H -0.151 -2.587 0.691
H -0.541 0.584 0.482
H -0.031 0.906 -1.181
N -1.402 -4.883 2.903
C -2.539 -5.559 3.091
N -2.982 -5.403 4.267
O -3.129 -6.182 2.171
H -0.961 -4.736 2.007
H -1.062 -4.183 3.547
H -3.897 -5.707 4.568
H -2.397 -4.811 4.840
```

6.
ORCA calculation (ωB97M-V/def2-TZVPD) on a molecular structure, C32H42IrN2OS.

The value obtained for the molecular weight is 694.99 g mol⁻¹. As for the spin multiplicity: 2. Its energy above the lowest of the compared OMol25 structures with the same formula, charge and spin is 0.000 eV.

Geometry as XYZ:
```
79
C32H42IrN2OS ωB97M-V/def2-TZVPD
Ir 0.184 -0.171 -0.146
C -1.534 -0.677 -1.375
C -0.424 -1.532 -1.706
C -0.227 -2.427 -0.551
C -1.148 -1.993 0.431
C -1.979 -0.928 -0.057
C -3.320 -0.444 0.488
C -3.733 -1.219 1.742
C -3.313 1.064 0.760
C -4.381 -0.731 -0.588
C 0.749 -3.575 -0.285
C 0.513 -4.721 -1.280
C 0.499 -4.160 1.113
C 2.216 -3.127 -0.304
C 0.005 -1.606 -3.175
C -0.926 -2.612 -3.869
C -0.197 -0.234 -3.842
C 1.458 -2.010 -3.430
H -1.960 0.056 -2.038
H -1.222 -2.405 1.422
H -3.066 -1.052 2.588
H -3.764 -2.293 1.542
H -4.734 -0.907 2.047
H -2.586 1.332 1.529
H -4.303 1.390 1.091
H -3.038 1.614 -0.142
H -4.402 -1.794 -0.838
H -4.181 -0.170 -1.501
H -5.370 -0.443 -0.224
H -0.527 -5.054 -1.241
H 1.150 -5.569 -1.020
H 0.736 -4.444 -2.308
H -0.523 -4.524 1.227
H 0.701 -3.423 1.894
H 1.174 -5.002 1.271
H 2.517 -2.687 -1.250
H 2.860 -3.986 -0.101
H 2.382 -2.371 0.464
H -1.971 -2.352 -3.690
H -0.766 -3.631 -3.511
H -0.751 -2.599 -4.947
H -1.252 0.004 -3.982
H 0.263 -0.249 -4.832
H 0.260 0.566 -3.258
H 1.721 -2.970 -2.995
H 2.152 -1.260 -3.051
H 1.610 -2.091 -4.509
C -0.737 -0.014 3.077
C 0.443 0.847 2.797
C 0.960 1.625 3.864
C 2.058 2.396 3.684
C 2.713 2.377 2.432
C 3.892 3.119 2.200
C 4.522 3.027 0.989
C 3.995 2.207 -0.019
C 2.832 1.487 0.167
S 2.168 0.499 -1.092
C 2.163 1.572 1.414
N 0.993 0.843 1.592
H -1.359 0.419 3.862
H -0.405 -1.001 3.411
H -1.316 -0.144 2.174
H 0.446 1.590 4.815
H 2.456 3.008 4.485
H 4.287 3.736 2.997
H 5.434 3.581 0.806
H 4.501 2.126 -0.974
O -0.966 2.645 -1.102
N -0.411 3.579 -0.434
C 0.892 3.891 -0.659
C 1.533 4.843 0.103
C 0.851 5.512 1.109
C -0.483 5.196 1.311
C -1.095 4.235 0.536
H 1.347 3.309 -1.445
H 2.578 5.037 -0.094
H 1.345 6.256 1.716
H -1.067 5.688 2.076
H -2.122 3.923 0.638
```

Number 1: E -283.96077 Eh. Number 2: E -390.93929 Eh. Number 3: E -666.55014 Eh. Number 4: E -933.93259 Eh. Number 5: E -4000.51381 Eh. Number 6: E -1931.81894 Eh.